Computed, not measured: a cluster of 10 separate species, C21H48N4O6S5 in total, with wB97M-V/def2-TZVPD.

For the HOMO energy (spin up / spin down), the calculation gives -0.4018 / -0.4017 Eh. Its max |F| is 3.8 eV/A. The spin multiplicity is 2. The net charge is +1. The LUMO energy (spin up / spin down) comes out at -0.1350 / -0.2916 hartree.

CARTESIAN COORDINATES (ANGSTROEM)
C1 1.317 -2.904 -4.869
C2 1.544 -1.849 -5.873
N1 1.811 -1.035 -6.688
H1 1.358 -3.878 -5.356
H2 0.301 -2.723 -4.521
H3 1.896 -2.876 -3.946
C3 -4.250 -3.298 -0.594
C4 -4.663 -3.818 -1.862
N2 -5.044 -4.239 -2.844
H4 -4.855 -2.413 -0.399
H5 -3.183 -3.096 -0.501
H6 -4.477 -3.998 0.210
C5 1.890 -3.380 0.370
C6 2.379 -4.144 1.526
N3 2.775 -4.807 2.381
H7 1.859 -2.322 0.631
H8 0.854 -3.660 0.183
H9 2.506 -3.541 -0.515
C7 -0.567 -0.179 -0.482
C8 -0.776 -1.356 -1.311
N4 -0.987 -2.283 -1.946
H10 -0.417 -0.414 0.572
H11 -1.249 0.612 -0.794
H12 0.392 0.236 -0.790
C9 0.882 3.161 -4.853
S1 -0.213 2.413 -3.595
O1 0.203 2.804 -2.210
C10 0.480 0.670 -3.942
H13 1.960 3.086 -4.703
H14 0.788 4.246 -4.811
H15 0.804 2.761 -5.864
H16 0.104 -0.017 -3.184
H17 1.533 0.927 -3.829
H18 0.093 0.470 -4.942
C11 3.393 1.201 4.157
S2 3.423 -0.208 2.928
O2 2.150 -0.225 2.071
C12 4.883 0.500 1.948
H19 2.391 1.239 4.583
H20 3.671 2.075 3.568
H21 4.175 0.916 4.861
H22 5.096 -0.317 1.258
H23 5.774 0.554 2.574
H24 4.606 1.451 1.495
C13 -1.373 -0.656 4.205
S3 -2.671 -0.217 2.986
O3 -2.647 -1.205 1.849
C14 -4.021 -0.864 4.037
H25 -1.258 -1.720 4.410
H26 -1.595 -0.320 5.218
H27 -0.424 -0.146 4.046
H28 -4.941 -1.091 3.497
H29 -4.243 -0.195 4.868
H30 -3.755 -1.814 4.500
C15 4.228 0.255 -2.954
S4 3.371 -0.626 -1.555
O4 2.023 -0.891 -2.216
C16 4.415 -2.164 -1.747
H31 4.087 1.332 -2.868
H32 3.828 0.001 -3.936
H33 5.306 0.095 -2.929
H34 3.853 -2.878 -2.349
H35 4.625 -2.639 -0.788
H36 5.425 -2.074 -2.145
C17 -0.403 4.012 3.982
S5 0.770 4.119 2.564
O5 0.431 5.443 1.812
C18 0.052 2.784 1.534
H37 -1.323 3.510 3.680
H38 -0.745 4.974 4.363
H39 0.081 3.366 4.715
H40 -0.975 2.622 1.862
H41 0.547 1.834 1.740
H42 0.120 2.830 0.447
C19 -4.489 1.154 -0.429
C20 -4.531 2.107 0.797
O6 -3.799 3.110 0.899
C21 -5.646 1.776 1.818
H43 -4.045 0.200 -0.147
H44 -3.987 1.517 -1.325
H45 -5.512 0.951 -0.745
H46 -5.742 0.691 1.838
H47 -6.560 2.355 1.683
H48 -5.088 2.119 2.690

Here are the Mulliken charges for atoms 1 to 4, given in e: -0.431 0.449 -0.530 0.389